Density functional theory data (ωB97M-V/def2-TZVPD) for a 2-piece molecular cluster, C2H4BrF2N2 overall at a distorted geometry.

Bonds (Å) are listed after each position.
CARTESIAN COORDINATES (ANGSTROEM)
1 C 0.39890 0.03243 0.55572  N3 1.293, N4 1.302
2 C 1.80437 -0.11056 2.15828  F5 1.276, F6 1.346, Br7 1.918
3 N -0.58090 -0.81090 0.57057  C1 1.293, H8 0.996, H9 0.988
4 N 0.67931 0.77725 -0.47421  C1 1.302, H10 1.007, H11 1.004
5 F 1.02679 0.17966 3.12711  C2 1.276
6 F 2.63030 0.85436 1.71323  C2 1.346
7 Br 2.60640 -1.85178 2.10812  C2 1.918
8 H -1.15977 -0.97520 1.36372  N3 0.996
9 H -1.00340 -1.06594 -0.28561  N3 0.988
10 H 1.55728 1.07822 -0.86512  N4 1.007
11 H -0.00723 0.88896 -1.19875  N4 1.004

Calculated values
- HOMO-LUMO gap: 10.220 eV
- Molecular weight: 173.97 g mol⁻¹
- Net charge: +1
- HOMO energy: -0.54276 Eh